106
Properties=species:S:1:pos:R:3:lowdin_charge:R:1 method="wB97M-V/def2-TZVPD" spin_multiplicity=2 homo_lumo_gap_ev="4.67 / 2.95" e_homo_ha="-0.2027 / -0.2099" s2=0.979 total_energy_ev=-121447.224 lumo_ev="-0.84 / -2.76"
H 4.95 -2.59 0.79 0.07
Se 0.10 0.02 1.51 0.67
C 2.86 -1.10 -1.17 -0.20
C 2.42 2.42 -1.20 0.07
C -1.09 2.84 -1.23 -0.20
H -2.80 -4.66 -3.01 0.07
H 2.66 -4.80 -3.19 0.07
H 1.02 6.25 -1.94 0.10
H -2.45 -2.15 3.66 0.08
H -3.19 -0.55 3.69 0.08
C -5.81 2.08 -2.31 -0.08
H -6.27 -1.07 -1.26 0.11
H 3.19 3.18 -1.21 0.10
C -5.39 1.59 -0.92 -0.19
C -1.09 -0.58 5.50 -0.03
C -2.30 -1.11 3.40 -0.09
C 2.09 -5.66 -2.85 -0.08
H 6.18 1.15 -2.98 0.07
H 6.22 1.06 -0.48 0.11
C 5.91 2.02 -2.39 -0.08
H 1.25 -5.81 -3.53 0.07
H 2.43 -5.33 -0.75 0.11
H -5.00 2.63 -2.79 0.07
C 0.02 -0.05 3.44 -0.50
C -5.39 -1.60 -0.91 -0.19
C 5.77 -2.04 0.35 -0.08
H -4.77 -2.65 0.89 0.07
H -6.06 1.23 -2.95 0.08
C -4.21 0.68 -0.98 -0.12
H -0.16 -1.16 8.09 0.08
H -2.96 -6.40 -2.72 0.07
N 0.02 -2.05 -1.21 -0.02
C 1.58 5.43 -1.47 -0.19
H 2.68 5.13 0.38 0.07
H 2.73 -6.54 -2.89 0.07
H -2.69 5.01 0.41 0.07
C 2.10 5.91 -0.11 -0.08
N -2.02 -0.01 -1.11 -0.03
C 4.23 0.68 -1.08 -0.12
C -4.21 -0.69 -0.99 -0.12
H -5.24 -2.46 -1.57 0.11
C 2.42 -2.43 -1.22 0.07
H -0.89 0.44 8.11 0.08
H -6.51 -2.74 0.56 0.07
H 5.98 -1.18 0.99 0.07
C -0.68 4.23 -1.34 -0.12
C -2.40 2.42 -1.14 0.07
C -0.01 -0.10 6.24 -0.29
C -5.63 -2.09 0.52 -0.08
H -6.22 1.07 -0.45 0.11
C 4.23 -0.69 -1.11 -0.12
H -3.16 -3.19 -1.05 0.10
C 1.11 2.86 -1.26 -0.20
C -2.39 -2.43 -1.10 0.07
C -0.67 -4.25 -1.29 -0.12
H 2.74 6.78 -0.25 0.07
H 2.42 5.20 -2.12 0.11
H 2.02 1.84 2.83 0.06
Ru 0.02 -0.01 -0.95 0.96
H -2.89 6.64 -0.23 0.07
C -1.10 -0.57 4.11 -0.31
H 2.75 0.25 2.81 0.06
C 1.58 -5.44 -1.42 -0.19
C 5.42 1.58 -1.00 -0.19
H 6.78 2.66 -2.30 0.07
H 6.28 -1.05 -1.50 0.11
H 1.93 0.79 6.11 0.11
C -1.63 5.38 -1.45 -0.19
C -1.09 -2.85 -1.20 -0.20
C 2.86 1.09 -1.15 -0.19
H 3.19 -3.19 -1.21 0.10
H -2.46 5.09 -2.09 0.11
H -1.95 -0.99 6.02 0.12
H -2.18 -1.04 2.32 0.00
N 0.01 2.04 -1.22 -0.02
H 6.65 -2.68 0.33 0.07
H 5.13 2.56 -2.92 0.07
C 0.68 4.24 -1.36 -0.12
H 1.03 -6.33 -1.10 0.10
N 2.04 0.00 -1.19 -0.03
C -2.26 -5.56 -2.72 -0.08
C 1.12 0.44 4.16 -0.32
C -2.83 1.09 -1.07 -0.20
H -1.38 6.18 0.56 0.07
C 5.43 -1.58 -1.07 -0.19
H 1.28 6.19 0.54 0.07
C -0.05 -0.14 7.74 -0.06
H 0.87 0.27 8.16 0.07
H -1.13 6.22 -1.92 0.10
C -2.83 -1.10 -1.05 -0.20
C -2.18 5.83 -0.09 -0.08
H 5.17 2.47 -0.41 0.11
H -1.50 -5.76 -3.47 0.07
H 5.25 -2.46 -1.70 0.11
H 3.07 1.33 4.17 0.07
H -6.68 2.73 -2.24 0.07
C 1.11 -2.86 -1.26 -0.20
H -3.17 3.17 -1.14 0.10
H -5.15 2.45 -0.29 0.11
C 2.31 1.00 3.46 -0.12
H -5.80 -1.25 1.19 0.08
H -1.10 -6.32 -1.07 0.10
C -1.62 -5.40 -1.34 -0.19
H -2.41 -5.24 -0.60 0.11
C 0.68 -4.25 -1.32 -0.12
C 1.08 0.41 5.55 -0.03

123
Properties=species:S:1:pos:R:3:lowdin_charge:R:1 method="wB97M-V/def2-TZVPD" homo_lumo_gap_ev=6.58 e_homo_ha=-0.2820 total_energy_ev=-183525.320 lumo_ev=-1.10
F 3.70 3.96 0.06 0.04
C -2.10 2.82 1.95 -0.29
H -0.08 -0.09 2.79 0.05
H 2.97 3.97 5.03 0.13
C 4.99 4.33 0.00 -0.29
C -2.61 5.84 -6.85 -0.02
C -2.25 5.40 -8.12 -0.08
C -7.58 -3.18 1.92 -0.29
H 2.59 2.32 -1.02 0.07
H 5.70 2.34 0.33 0.12
H 4.35 1.28 -2.17 0.07
N -1.14 -2.82 2.20 -0.13
H -2.81 3.72 1.77 0.12
O 1.76 -5.00 0.92 -0.06
N 1.35 -2.80 1.82 0.02
C -4.30 -7.61 -0.99 -0.08
C -4.52 -6.26 -1.22 -0.02
H 7.80 -5.31 1.44 0.10
F -8.30 -4.26 2.27 0.06
H -5.07 -8.33 -1.22 0.11
F -3.59 5.38 -4.75 0.03
H -2.91 -9.09 -0.28 0.10
H -1.63 -2.17 -1.22 0.15
C -3.46 3.63 -0.98 -0.29
C -2.08 -7.11 -0.17 -0.06
C 1.18 -1.48 -0.56 -0.36
H -4.03 2.99 -5.67 0.12
P -2.58 1.30 -0.14 0.74
C 0.00 -2.42 1.37 -0.24
O 0.84 -4.99 3.01 -0.15
S 2.01 0.09 0.02 0.87
H -1.52 -5.03 -0.20 0.10
H -1.74 6.08 -8.80 0.11
H -5.46 -5.91 -1.63 0.12
H 8.45 -4.36 -0.75 0.10
H 8.10 3.02 0.19 0.11
C 7.10 -4.68 0.90 -0.10
C 5.30 5.67 -0.22 -0.02
C 6.58 -3.34 -1.04 -0.02
H -3.68 4.66 -3.01 0.06
C 5.33 -3.07 -0.49 -0.27
H 4.19 2.61 2.97 0.13
C -2.53 4.10 -8.51 -0.10
C -1.51 0.05 -1.06 -0.17
C -2.30 -5.76 -0.42 -0.02
H -2.25 3.76 -9.50 0.10
H 8.68 5.40 -0.18 0.10
C -8.23 -1.99 1.63 -0.02
O 2.78 1.07 3.16 -0.18
C 2.96 -0.20 3.82 -0.22
H -7.99 0.07 1.06 0.10
H 1.87 -2.38 -0.64 0.11
H -2.40 6.85 -6.53 0.12
H -2.31 -1.48 0.34 0.09
H -4.83 5.34 -1.69 0.09
C 4.96 -3.59 0.74 0.00
C -4.36 4.38 -2.11 -0.08
H -9.31 -1.95 1.69 0.11
N -0.10 -1.77 0.20 -0.03
C -1.43 -1.40 -0.38 -0.15
H 3.06 0.90 -3.49 0.08
C -3.25 4.96 -5.98 -0.28
C -3.51 -5.35 -0.94 -0.29
H 3.48 -0.42 -2.18 0.04
H -5.52 -0.08 0.91 0.06
C 5.85 -4.41 1.43 -0.07
H -5.71 -4.21 2.08 0.12
C 7.47 -4.15 -0.34 -0.09
O -1.51 2.31 0.73 -0.27
H -0.65 4.42 2.60 0.08
H 4.51 6.39 -0.34 0.12
C 2.26 1.27 -1.39 -0.50
H -3.41 2.21 -7.95 0.11
H 0.85 3.13 5.45 0.09
H 6.84 -2.93 -2.00 0.11
H -4.37 -2.22 1.41 0.06
C -0.86 3.34 2.88 -0.08
H 4.01 -0.32 4.30 0.15
H -1.13 -7.45 0.24 0.12
C -5.45 -2.16 1.48 -0.09
H 3.98 -3.36 1.14 0.09
F 4.47 -2.29 -1.17 0.04
C -3.18 3.23 -7.64 -0.08
C 2.46 3.21 4.34 -0.19
H 2.24 -3.01 3.73 0.17
H 4.26 1.78 4.62 0.13
H 0.05 2.72 2.54 0.07
F -3.72 -4.04 -1.17 0.04
H -2.02 -0.09 -2.09 0.12
H -2.47 4.20 -0.91 0.13
O -3.71 0.69 0.69 -0.32
H 5.56 -4.82 2.39 0.11
H -4.06 3.70 -0.01 0.11
H 6.90 7.09 -0.44 0.11
C 1.33 -4.29 1.91 -0.57
C 1.77 -2.16 3.10 -0.16
C 3.40 0.70 -2.41 -0.15
O 1.45 2.44 5.07 -0.12
O 2.86 -1.24 2.82 -0.14
C 7.64 5.10 -0.13 -0.09
O -3.34 2.24 -1.38 -0.26
C 3.55 2.13 3.80 -0.16
H 1.98 3.68 3.41 0.11
O -1.07 -0.01 2.81 -0.36
Br -1.47 -2.04 5.33 0.24
C -6.20 -3.27 1.85 -0.02
C -3.53 3.66 -6.36 -0.02
H 0.83 -1.26 -1.65 0.12
H -0.51 0.56 -1.28 0.06
C 5.98 3.38 0.15 -0.02
H -5.18 3.67 -2.51 0.09
H -1.85 -3.23 1.56 0.09
C -7.49 -0.87 1.28 -0.08
C 6.64 6.05 -0.28 -0.08
H 0.93 -1.73 3.74 0.07
H -1.10 3.19 3.99 0.09
C -6.10 -0.95 1.20 -0.09
P -1.86 -1.49 3.13 0.62
H 1.32 1.42 -2.03 0.06
C -3.08 -8.04 -0.46 -0.09
C 7.31 3.76 0.08 -0.08
H 2.20 -0.27 4.67 0.15
H -2.65 2.04 2.58 0.11

137
Properties=species:S:1:pos:R:3:lowdin_charge:R:1 method="wB97M-V/def2-TZVPD" homo_lumo_gap_ev=4.15 e_homo_ha=-0.2057 total_charge=-1 total_energy_ev=-362780.819 lumo_ev=-1.44
H 2.56 -10.91 3.81 0.12
C 3.96 -11.73 1.23 -0.12
H 5.35 -6.97 0.78 0.11
C -1.65 2.04 -0.38 -0.23
H -0.47 1.56 5.77 0.11
Br -4.18 -1.96 7.13 0.55
H 2.75 -5.39 1.63 0.06
O 5.30 -8.97 3.52 -0.12
Br -1.71 -2.48 5.20 0.55
H 1.87 -6.61 2.59 0.08
H 3.29 -12.60 1.14 0.08
H 4.05 -9.49 4.97 0.12
C 0.31 4.69 3.65 -0.08
C 1.39 -2.51 -2.55 -0.22
H -0.22 -2.21 -5.94 0.08
O -4.00 -0.55 -5.07 -0.30
H -0.64 -0.64 -8.74 0.14
H -0.98 3.82 6.66 0.12
O -1.93 3.78 -12.58 0.05
C 2.29 3.72 -2.08 -0.30
H -1.63 -3.11 -3.64 0.13
C -2.29 5.21 11.84 -0.16
H -0.42 -2.75 -7.61 0.08
H 5.27 -6.44 2.47 0.12
O 2.52 3.44 -0.71 -0.05
H 1.38 -1.42 -2.64 0.02
H -2.86 -1.38 -6.76 0.13
H -1.06 2.41 -10.29 0.13
C -0.63 6.17 5.45 -0.26
C -1.71 0.54 -0.13 -0.46
H -1.26 -4.37 -1.64 0.13
C -0.90 -2.70 -2.93 -0.20
H -2.66 2.43 -0.21 0.13
C -0.54 3.70 5.68 0.01
H -2.13 4.55 -10.67 0.13
C 0.59 3.42 3.15 0.00
C -1.81 -1.20 -7.00 -0.30
Be 2.24 6.79 -3.44 0.25
Br -4.65 -2.47 4.03 0.57
C -3.60 4.98 11.43 -0.08
C -0.44 -1.90 0.27 -1.04
C -0.95 -2.42 -6.72 0.01
H 3.26 -8.58 3.68 0.11
S -1.09 -2.05 1.74 0.70
C -2.03 2.36 -10.77 -0.11
F -4.91 2.06 -3.97 0.11
H -2.44 0.07 -0.79 0.07
H -3.63 -3.93 5.74 -0.03
O 0.39 -3.07 -3.39 -0.14
C 0.51 8.35 2.58 0.00
O 3.35 -10.68 1.94 -0.19
H -2.35 -0.99 -9.12 0.14
C -3.55 -2.87 5.55 -1.65
C 2.86 -6.24 2.32 -0.12
H 2.75 4.66 -2.41 -0.01
F -5.34 1.20 -2.03 0.10
C -0.25 2.44 5.18 -0.04
H -1.56 -3.25 -6.37 0.09
C -0.47 9.74 4.28 -0.06
O 5.76 -2.20 0.15 0.15
H -3.02 5.42 8.13 0.09
C 0.15 9.60 3.04 -0.06
H 4.19 -11.37 0.23 0.09
C 0.25 7.22 3.35 -0.08
C -1.67 -0.58 -8.37 -0.08
C 0.63 5.88 2.82 -0.27
H 0.55 4.09 -3.35 0.10
C 3.53 -10.69 3.34 -0.21
O -2.79 0.22 -3.09 -0.38
O 3.55 -7.30 1.70 -0.20
C 6.55 -3.12 0.33 -0.96
H 0.33 4.43 -1.60 0.13
H 1.87 -2.28 -0.47 0.12
C -1.29 2.52 -1.77 -0.20
H 1.72 -3.93 -0.98 0.00
O 7.76 -3.12 -0.03 0.20
H 1.04 3.33 2.17 0.11
H 4.23 -11.48 3.63 0.12
N -1.29 5.49 11.01 0.05
H -4.36 4.75 12.15 0.10
H 4.89 -12.06 1.71 0.09
C -5.24 0.91 -3.34 -0.66
H -1.01 2.52 0.37 0.11
H 0.99 8.23 1.62 0.12
O -1.42 2.23 -14.13 0.16
C -3.88 5.05 10.07 -0.08
H -1.99 0.36 0.91 0.04
O -1.56 2.16 -6.39 0.11
H 6.65 -8.42 2.15 0.13
N 0.21 2.42 -2.08 -0.45
H 0.35 10.48 2.44 0.11
S -0.09 -0.23 -0.39 0.85
H -3.58 3.78 -11.35 0.13
C 5.56 -8.55 2.18 -0.17
C -2.50 3.72 -11.27 -0.11
I 0.53 1.16 -3.73 1.27
H 2.15 4.15 -0.17 0.08
O -1.13 6.29 6.55 0.09
H -1.86 2.01 -2.54 0.07
C 0.79 3.77 -2.34 -0.26
O -1.41 -0.07 -6.17 0.01
C -0.27 4.83 4.91 -0.08
C 0.31 2.30 3.91 -0.03
C -1.18 -3.28 -1.56 -0.12
F -6.46 0.55 -3.77 0.12
H -2.73 1.87 -10.12 0.12
H -1.02 -1.61 -2.94 0.07
O 1.17 5.76 1.74 0.09
N -0.13 -2.97 -0.56 -0.19
H -2.14 -2.91 -1.20 0.12
C -2.85 5.35 9.19 -0.07
O -1.90 1.64 -12.00 0.06
C 4.00 -9.36 3.89 -0.19
C 1.26 -2.94 -1.09 -0.19
H -2.03 5.16 12.89 0.10
H -0.76 5.79 9.04 0.09
H -4.89 4.88 9.71 0.10
H 2.36 -2.86 -2.90 0.11
O -4.48 -1.52 -2.87 -0.30
C -1.72 2.52 -13.01 -0.58
O 6.28 -4.20 0.94 0.20
Cl 3.85 -4.87 -1.17 -0.18
H -0.76 10.72 4.64 0.11
C 4.96 -7.23 1.78 -0.21
H -1.53 3.58 -1.85 0.12
C -1.65 1.06 -6.84 -0.59
H 3.37 -5.91 3.23 0.08
C -1.58 5.56 9.71 -0.15
H -1.20 8.70 6.02 0.12
C -0.36 7.36 4.60 -0.08
H 5.31 -9.33 1.46 0.11
O -1.98 0.80 -8.13 0.03
H 2.77 2.92 -2.64 0.10
C -0.72 8.62 5.06 0.00
H 0.72 2.04 -1.28 0.06
H 0.53 1.31 3.52 0.11
S -3.99 -0.40 -3.64 0.47

119
Properties=species:S:1:pos:R:3:lowdin_charge:R:1 method="wB97M-V/def2-TZVPD" homo_lumo_gap_ev=4.72 e_homo_ha=-0.1058 total_charge=-1 total_energy_ev=-259321.768 lumo_ev=1.84
H -2.33 5.21 -1.21 0.03
H -0.88 4.21 1.77 0.07
H 5.96 4.87 -0.80 0.10
H 2.22 0.21 -6.33 0.07
C 1.46 -0.69 -3.97 -0.33
N 0.30 1.41 7.28 0.04
C 2.10 0.13 4.37 -0.02
C -1.31 0.10 -5.93 -0.10
H -1.23 1.00 -6.55 0.06
C -1.54 -4.86 0.22 -0.08
C -0.62 3.32 5.01 -0.02
H -1.52 -0.70 -2.58 0.05
H -2.54 -4.54 -0.09 0.06
H 6.47 0.73 0.29 0.11
H -1.54 -5.95 0.22 0.08
H -3.51 -2.76 0.37 0.06
C -4.55 1.70 5.81 -0.70
Cl -0.55 3.69 -1.13 0.53
C 1.65 0.42 5.64 -0.04
H -3.18 1.24 -4.33 0.09
O 2.03 0.64 2.07 -0.20
P 0.53 0.92 -3.81 1.12
H -0.84 -4.52 -0.54 0.06
C 5.58 3.88 -0.58 -0.11
C 2.37 -5.01 -3.60 -0.14
C -2.89 -1.91 0.08 -0.09
N -0.83 1.63 7.75 0.04
H -1.92 2.47 -4.56 0.06
C 2.09 -3.67 -3.87 -0.04
H 0.37 3.69 -4.54 0.07
Br -6.26 1.73 4.99 0.70
H 2.51 -0.45 -4.19 0.09
H 2.05 -0.12 6.49 0.11
H -1.03 -1.73 -3.92 0.08
N 0.24 2.64 2.46 0.08
H -3.93 -0.05 4.75 0.08
H 2.24 -3.26 -4.86 0.09
H 1.09 -1.22 -4.86 0.08
C -2.15 1.53 -4.06 -0.12
H -0.38 -6.23 2.31 0.08
B 0.96 -1.05 -1.45 -0.35
H -2.20 -0.56 3.18 0.06
H 2.85 -0.64 4.20 0.10
H 2.53 1.80 -7.02 0.08
Cl -3.38 3.27 -0.45 0.54
H -2.30 -0.34 -6.13 0.08
C 1.43 1.89 -5.16 -0.71
H -0.56 -0.62 -6.27 0.07
C 2.21 -5.52 -2.32 -0.13
C 6.40 2.82 -0.26 -0.07
N 0.96 -2.36 -0.73 -0.02
C 1.44 -3.38 -1.53 -0.20
H 1.63 -5.13 -0.28 0.07
H -2.67 -1.05 -3.90 0.09
C 1.75 -4.71 -1.27 -0.04
H 3.20 3.14 -5.06 0.08
H -0.87 -0.30 -0.29 0.00
H 0.82 -5.23 1.50 0.04
C 1.63 0.83 3.24 -0.39
H -3.57 -1.09 -0.21 0.08
N 1.34 -1.51 -2.80 -0.08
H 7.48 2.97 -0.22 0.11
H 1.40 -1.52 1.11 0.05
C -1.18 0.40 -4.44 -0.69
H -0.91 3.62 6.01 0.10
H -2.63 -5.66 2.55 0.08
H -1.61 4.94 4.05 0.10
H -2.31 -2.18 -0.81 0.07
H 0.31 -4.82 3.14 0.07
H 0.93 1.08 -7.14 0.06
H 2.72 -5.65 -4.39 0.08
C 0.63 3.16 -5.46 -0.11
C -2.38 -4.59 2.56 -0.12
C -4.22 2.67 6.74 -0.13
C 0.65 1.34 5.91 -0.27
C -1.36 -0.11 0.67 -0.15
C -2.23 4.16 -1.44 -0.99
H -2.45 3.96 -2.48 0.01
Br 3.01 5.04 -1.01 0.73
P -0.61 -2.56 1.80 1.14
H 2.58 2.68 -3.47 0.05
C 0.19 2.16 4.84 -0.10
C -2.39 0.68 6.04 -0.02
C -0.04 -5.20 2.17 -0.13
N 3.68 2.46 -0.36 -0.02
C 2.74 2.32 -4.49 -0.12
C 4.48 1.44 -0.03 -0.11
H 1.23 3.84 -6.09 0.08
H -0.29 2.95 -6.01 0.06
H 3.46 1.50 -4.45 0.07
H -3.25 -1.95 2.90 0.06
H 1.52 -3.25 1.08 0.07
C 1.64 -2.86 -2.84 -0.20
H -2.13 1.70 -2.98 0.05
H 3.98 0.50 0.20 0.11
C 4.22 3.62 -0.61 -0.74
C 1.79 1.20 -6.48 -0.10
H -2.15 0.64 0.53 0.07
H 2.45 -6.55 -2.11 0.09
H -4.93 3.44 7.01 0.10
C -1.19 -4.35 1.62 -0.71
C -1.62 -0.84 -3.66 -0.10
C 0.91 -2.42 0.72 -0.31
C -0.56 3.66 2.66 -0.15
H -2.15 -4.31 3.59 0.08
C -2.97 2.62 7.34 -0.05
C 5.85 1.58 0.03 -0.05
H -1.69 -0.09 5.76 0.12
C -2.82 -1.07 2.44 -0.13
C -3.65 0.70 5.47 -0.12
K 1.18 1.52 0.04 0.50
H -3.28 -4.05 2.26 0.06
H -3.64 -0.39 2.15 0.09
C -1.98 -1.40 1.20 -0.69
H -0.61 0.32 1.33 0.04
C -2.04 1.65 6.97 -0.30
C 0.64 1.90 3.52 -0.14
H -2.69 3.34 8.10 0.11
C -0.99 4.06 3.93 -0.05